{"formula": "C35H43CrFN6Si2", "method": "ωB97M-V/def2-TZVPD", "relative_energy_ev": 0.3748, "homo_lumo_gap_ev": [6.801, 6.977], "spin_multiplicity": 5, "e_homo_ev": [-6.5, -6.7], "s_squared": 6.0268, "species": ["Cr", "C", "N", "C", "C", "N", "C", "C", "C", "C", "C", "C", "N", "C", "N", "C", "C", "C", "C", "C", "C", "N", "H", "H", "H", "H", "H", "H", "H", "H", "H", "H", "H", "H", "H", "H", "H", "C", "Si", "C", "C", "C", "C", "C", "C", "C", "C", "N", "Si", "C", "C", "C", "H", "H", "H", "H", "H", "H", "H", "H", "H", "H", "H", "H", "H", "H", "H", "H", "H", "H", "H", "H", "H", "H", "F", "C", "C", "C", "C", "C", "C", "C", "H", "H", "H", "H", "H", "H"], "positions_angstrom": [[0.36, -0.65, -0.49], [-1.92, 0.17, 2.04], [-0.98, -0.85, 1.65], [0.04, -1.06, 2.66], [1.10, -1.96, 2.12], [1.40, -2.03, 0.86], [2.39, -3.01, 0.76], [3.03, -3.57, -0.36], [3.99, -4.52, -0.13], [4.33, -4.94, 1.17], [3.70, -4.42, 2.28], [2.72, -3.46, 2.03], [1.87, -2.76, 2.89], [-2.80, 0.54, 0.88], [-2.65, 0.11, -0.33], [-3.65, 0.76, -1.06], [-3.97, 0.69, -2.41], [-5.01, 1.46, -2.88], [-5.75, 2.30, -2.02], [-5.45, 2.38, -0.67], [-4.39, 1.60, -0.22], [-3.83, 1.43, 1.04], [-1.36, 1.06, 2.34], [-2.55, -0.11, 2.89], [-1.46, -1.72, 1.41], [-0.34, -1.47, 3.61], [0.50, -0.10, 2.87], [2.77, -3.26, -1.36], [4.50, -4.97, -0.98], [5.09, -5.70, 1.30], [3.94, -4.75, 3.28], [1.81, -2.85, 3.89], [-3.41, 0.03, -3.07], [-5.28, 1.42, -3.93], [-6.56, 2.89, -2.42], [-6.01, 3.03, -0.01], [-4.07, 1.92, 1.88], [1.34, 2.17, 3.11], [1.00, 2.79, 1.36], [-0.78, 3.41, 1.31], [2.06, 4.34, 1.30], [1.26, 1.52, 0.04], [0.51, 1.88, -1.20], [0.33, 3.15, -1.77], [-0.41, 3.29, -2.93], [-0.97, 2.17, -3.54], [-0.77, 0.95, -2.94], [-0.06, 0.82, -1.81], [3.04, 1.24, -0.38], [3.95, 2.77, -1.00], [3.98, 0.62, 1.11], [3.25, 0.02, -1.79], [1.62, 3.05, 3.72], [2.18, 1.47, 3.16], [0.48, 1.72, 3.60], [-0.83, 4.40, 0.86], [-1.20, 3.50, 2.32], [-1.43, 2.75, 0.72], [1.64, 5.07, 2.00], [2.11, 4.81, 0.32], [3.09, 4.14, 1.62], [0.79, 4.01, -1.30], [-0.54, 4.27, -3.36], [-1.56, 2.25, -4.44], [-1.19, 0.04, -3.34], [4.05, 3.55, -0.25], [3.43, 3.20, -1.87], [4.95, 2.48, -1.33], [4.14, 1.41, 1.85], [4.97, 0.25, 0.81], [3.45, -0.21, 1.60], [2.41, 0.03, -2.50], [3.35, -1.00, -1.42], [4.15, 0.27, -2.35], [-4.80, -4.42, 0.52], [-3.67, -3.94, -0.08], [-3.78, -3.21, -1.23], [-2.63, -2.72, -1.83], [-1.35, -2.94, -1.29], [-0.14, -2.27, -1.83], [-1.30, -3.71, -0.13], [-2.45, -4.22, 0.49], [-4.76, -3.02, -1.66], [-2.71, -2.13, -2.74], [-0.28, -1.92, -2.86], [0.71, -2.96, -1.84], [-0.33, -3.93, 0.31], [-2.39, -4.82, 1.39]]}